16
Properties=species:S:1:pos:R:3:lowdin_charge:R:1 method="wB97M-V/def2-TZVPD" relative_energy_kj_mol=326.8 total_energy_ha=-362.9611 homo_lumo_gap_ev=9.586
N 2.1940 -1.9378 1.7908 0.06
C 1.4739 -0.9863 1.2013 -0.23
O 0.1852 -1.2158 1.4887 -0.03
C 0.4847 1.3952 -0.1447 -0.02
C -0.8313 1.2193 -0.2598 -0.19
C -1.4455 0.4029 -1.3601 -0.29
O -2.0253 1.2985 -2.2937 -0.07
H 1.7807 -2.6703 2.3605 0.10
H 3.1938 -1.9230 1.6854 0.08
H 0.9262 1.9932 0.6473 0.07
H 1.1838 0.9185 -0.8245 0.06
H -0.3029 -0.4902 1.0602 0.04
H -1.5181 1.7203 0.4213 0.11
H -0.6644 -0.2192 -1.8256 0.12
H -2.2093 -0.2792 -0.9500 0.12
H -2.4255 0.7739 -2.9970 0.08